Entry 1:
Below is a cluster of 8 separate species, C17H37FIN17O9PS in total in a non-equilibrium geometry, with properties calculated with ωB97M-V/def2-TZVPD.

The geometry in XYZ format:
```
84
Properties=species:S:1:pos:R:3
C -1.3805 0.2459 2.9148
C -0.4404 1.0231 3.8185
C 1.0514 1.3658 3.1638
C 1.8298 -0.1096 3.0595
C 1.7309 -0.9033 1.5928
F 0.9834 -0.2181 0.5148
C 2.4525 -2.4041 1.4395
C 2.3732 -3.1657 -0.0086
O 3.2039 -4.1554 -0.4230
O 1.3564 -2.7492 -1.0311
N 2.0989 -1.9757 -1.8857
C 1.2839 -1.0713 -2.5394
S 0.2488 0.2919 -2.8185
C 3.1849 -2.9691 2.8022
I 4.1341 -4.9387 2.8515
C 3.2175 -2.0346 4.1893
N 2.5449 -0.6557 4.2795
P 2.5948 0.3161 5.8165
N 3.8504 -0.2087 6.7410
H -1.5483 -0.9019 3.1739
H -1.8785 0.7359 1.9568
H -0.7165 1.3376 4.9124
H 1.6505 2.1565 3.7875
H 0.8556 1.8171 2.0780
H 3.7776 -2.5161 5.1271
H 2.8727 1.7293 5.5560
H 1.3513 0.1906 6.5812
H 3.4642 -0.5455 7.6657
C 5.6714 0.8576 -0.9383
O 6.5557 1.2345 -0.1857
N 5.3533 1.5095 -2.0711
N 4.9357 -0.2436 -0.7020
H 4.6285 1.2146 -2.7034
H 5.8832 2.3440 -2.2865
H 5.1428 -0.7639 0.1406
H 4.2033 -0.5699 -1.3098
C -4.4891 2.0902 1.2749
O -3.3946 2.3020 1.7728
N -5.3932 3.0638 1.0646
N -4.8890 0.8642 0.8921
H -6.2994 2.9091 0.6560
H -5.1319 4.0020 1.3387
H -4.2381 0.1026 1.0329
H -5.7862 0.6700 0.4803
C -2.4122 0.9411 -6.5048
O -2.8337 1.1128 -7.6377
N -2.8234 1.6768 -5.4564
N -1.4987 0.0008 -6.2034
H -2.4881 1.5504 -4.5164
H -3.5110 2.3960 -5.6399
H -1.1625 -0.5753 -6.9642
H -1.1395 -0.1558 -5.2767
C 0.6383 3.5706 -5.9561
O 0.8329 2.4168 -6.3047
N -0.5842 4.0423 -5.6520
N 1.6291 4.4737 -5.8450
H -0.7644 4.9890 -5.3631
H -1.3583 3.3948 -5.7227
H 2.5654 4.1596 -6.0648
H 1.4887 5.4282 -5.5595
C 2.6947 -0.7211 -8.1225
O 2.2732 -0.5495 -9.2555
N 2.2834 0.0145 -7.0741
N 3.6082 -1.6615 -7.8211
H 2.6188 -0.1119 -6.1341
H 1.5959 0.7337 -7.2576
H 3.9444 -2.2375 -8.5819
H 3.9674 -1.8180 -6.8945
C -7.6826 -0.4825 3.4609
O -8.0565 0.6766 3.3758
N -6.5036 -0.9045 2.9698
N -8.4164 -1.4417 4.0536
H -6.1784 -1.8546 3.0302
H -5.9202 -0.2139 2.5155
H -9.3112 -1.1662 4.4369
H -8.1255 -2.4015 4.1335
C 0.0579 -2.8285 6.7215
O -0.3159 -1.6694 6.6363
N 1.2370 -3.2505 6.2303
N -0.6758 -3.7877 7.3142
H 1.5621 -4.2006 6.2907
H 1.8203 -2.5599 5.7760
H -1.5706 -3.5122 7.6974
H -0.3850 -4.7475 7.3941
```

As for the molecular weight: 832.5 g/mol. As for the gap between HOMO and LUMO: 4.5 eV. Its charge is +1. For the energy above the lowest of the compared OMol25 structures with the same formula, charge and spin, the calculation gives 1321.7 kJ/mol. For the LUMO energy, the calculation gives -6.229 eV. The calculation puts the HOMO energy at -0.3949 Ha.

=====

Entry 2:
Below is a cluster of 3 separate species, C17H37FO12P2 in total in a non-equilibrium geometry, with properties calculated with ωB97M-V/def2-TZVPD.

The geometry in XYZ format:
```
69
Properties=species:S:1:pos:R:3
C -0.0894 3.0086 1.5446
C -0.3619 2.8423 0.0623
O 0.7085 2.1605 -0.5853
P 0.6309 0.5418 -0.9285
O -0.8030 0.4511 -1.3769
O 1.3293 0.5514 -2.4156
C 0.6826 -0.0421 -3.5388
C 0.0050 1.0241 -4.3746
O 2.1919 0.3516 -0.3684
C 2.4460 0.4159 1.0313
C 1.6452 -0.6056 1.8135
H -0.0454 2.0340 2.0413
H -0.8720 3.5956 2.0156
H 0.8680 3.5065 1.7110
H -1.3196 2.3416 -0.0824
H -0.4389 3.8268 -0.4047
H -0.0224 -0.8140 -3.2286
H 1.4561 -0.5347 -4.1337
H -0.7062 1.6010 -3.7822
H -0.5242 0.5796 -5.2197
H 0.7427 1.7322 -4.7574
H 2.2640 1.4286 1.3966
H 3.5112 0.2174 1.1649
H 0.5687 -0.4328 1.7008
H 1.8922 -0.5584 2.8749
H 1.8518 -1.6138 1.4487
C 2.0859 -3.3186 -1.7321
C 1.0784 -4.0735 -0.8855
O 0.6947 -5.2927 -1.5081
P 1.3613 -6.7392 -1.0649
O 1.4926 -6.5706 0.4215
O 0.0382 -7.7024 -1.1213
C -0.3322 -8.5140 -0.0090
C -1.4395 -7.8454 0.7792
O 1.6093 -7.1661 -2.6523
C 2.6253 -6.5090 -3.4046
C 3.9948 -6.6397 -2.7695
H 3.0180 -3.8835 -1.8221
H 2.3168 -2.3486 -1.2855
H 1.7021 -3.1553 -2.7411
H 1.4814 -4.2291 0.1165
H 0.1712 -3.4729 -0.7787
H 0.5279 -8.7379 0.6222
H -0.6923 -9.4647 -0.4090
H -1.1450 -6.8490 1.1114
H -1.7090 -8.4397 1.6544
H -2.3267 -7.7193 0.1556
H 2.3563 -5.4618 -3.5581
H 2.6384 -6.9802 -4.3890
H 4.0156 -6.1743 -1.7775
H 4.7541 -6.1620 -3.3899
H 4.2564 -7.6912 -2.6398
O -5.2968 7.9410 0.8640
C -5.1728 8.1551 2.0043
O -6.1652 8.8161 2.6994
C -3.9098 7.7142 2.7524
C -2.8903 8.8801 2.9263
C -1.4194 8.4322 3.0402
O -1.1824 7.4135 4.0252
C -1.2601 6.1870 3.5494
O -0.9543 5.7923 2.5002
F -1.7119 5.3027 4.4497
H -6.5299 8.2141 3.3665
H -4.2290 7.3815 3.7626
H -3.4798 6.8249 2.2644
H -3.1633 9.4558 3.8266
H -2.9635 9.5086 2.0195
H -0.8465 9.3153 3.3739
H -1.0101 8.1972 2.0438
```

As for the molecular weight: 514.4 g/mol. As for the gap between HOMO and LUMO: 9.4 eV. For the energy above the lowest of the compared OMol25 structures with the same formula, charge and spin, the calculation gives 156.7 kJ/mol. As for the SMILES: CCOP(=O)(OCC)OCC.CCOP(=O)(OCC)OCC.O=C(O)CCCOC(=O)F. For the LUMO energy, the calculation gives -0.626 eV. The calculation puts the HOMO energy at -0.3684 Ha.

=====

Entry 3:
Below is a cluster of 12 separate species, C17H37N11O24 in total in a non-equilibrium geometry, with properties calculated with ωB97M-V/def2-TZVPD.

The geometry in XYZ format:
```
89
Properties=species:S:1:pos:R:3
O 1.5105 -5.8377 -3.6775
C 0.6273 -4.9696 -3.5225
C -0.3420 -4.5862 -4.5448
C -1.4263 -3.8649 -4.2921
C -1.6275 -3.3978 -2.9009
O -2.6687 -2.8547 -2.6519
C -0.6292 -3.7528 -1.8625
C 0.4835 -4.4141 -2.1755
H -0.2853 -5.1182 -5.4627
H -2.2183 -3.7661 -5.0324
H -0.9368 -3.5529 -0.8493
H 1.2223 -4.7434 -1.4744
C 1.9503 5.3485 -1.0304
N 1.3672 4.0253 -1.6271
O 1.0677 3.1642 -0.8567
O 1.2883 3.9842 -2.8431
H 1.4553 5.4156 -0.0189
H 1.7363 6.1055 -1.7841
H 3.0291 5.2004 -0.8154
C -1.0660 -4.2020 2.5227
N -0.0367 -4.7817 1.6401
O -0.4475 -5.4361 0.7122
O 1.1373 -4.6767 1.9537
H -0.5398 -3.4460 3.1187
H -1.4859 -5.0635 3.0888
H -1.9495 -3.8540 1.9382
C 5.4839 2.1249 0.4465
N 4.3425 1.5427 -0.3604
O 3.9199 0.4535 -0.1414
O 4.0476 2.2176 -1.3098
H 5.2529 3.1732 0.6244
H 6.3517 1.9059 -0.1608
H 5.5023 1.6236 1.4404
C -3.0513 3.7650 0.5598
N -1.7756 4.4089 0.2910
O -0.8712 4.4269 1.0849
O -1.5763 4.8199 -0.8219
H -3.0351 2.7789 0.1196
H -3.8825 4.3030 0.0654
H -3.1861 3.6306 1.6029
C 1.7103 0.1230 -3.5169
N 0.2421 0.0380 -3.6123
O -0.2721 -1.0256 -3.5967
O -0.3326 1.1150 -3.7787
H 1.8992 0.4099 -2.5278
H 2.0474 0.7939 -4.3090
H 1.9582 -0.9402 -3.6583
C -3.6208 0.8297 -3.4668
N -3.5367 1.2027 -2.0623
O -4.5336 1.6007 -1.4977
O -2.5075 0.9807 -1.4554
H -4.4853 1.2676 -3.9483
H -3.6617 -0.2570 -3.6795
H -2.6654 1.2589 -3.8043
C 1.4503 3.2286 3.0272
N 2.5986 4.0527 2.4750
O 3.1839 3.6356 1.5083
O 2.8264 5.0916 3.0121
H 1.8005 3.1958 4.0152
H 1.4627 2.3385 2.3927
H 0.5385 3.7953 2.8444
C 0.4953 0.3734 0.1149
N 0.2389 -1.1595 0.2085
O -0.5594 -1.5800 1.0143
O 0.8709 -1.8794 -0.5288
H 1.5853 0.5309 0.2179
H -0.0077 0.8086 0.9601
H 0.1685 0.7728 -0.8483
C 2.9269 -1.9350 2.2308
N 2.3132 -1.3077 3.3810
O 2.2811 -0.0995 3.3727
O 1.8235 -1.9335 4.2952
H 3.7869 -2.4895 2.5809
H 3.1365 -1.1981 1.4577
H 2.2883 -2.7667 2.0102
C -0.5829 0.2678 5.1741
N -1.1424 0.2234 3.7865
O -2.0197 -0.5701 3.4951
O -0.7169 1.0606 3.0491
H 0.3430 -0.2649 5.3321
H -1.3590 -0.1068 5.8210
H -0.4366 1.3047 5.4209
C -3.8211 -1.4008 0.2836
N -4.9562 -2.3426 0.3779
O -4.6603 -3.4900 0.5683
O -6.0662 -1.8961 0.1761
H -3.2859 -1.9029 -0.5351
H -3.2569 -1.4502 1.2138
H -4.2277 -0.4045 0.0156
```

As for the molecular weight: 779.5 g/mol. As for the gap between HOMO and LUMO: 8.8 eV. As for the SMILES: O=C1C=CC(=O)C=C1.C[N+](=O)[O-].C[N+](=O)[O-].C[N+](=O)[O-].C[N+](=O)[O-].C[N+](=O)[O-].C[N+](=O)[O-].C[N+](=O)[O-].C[N+](=O)[O-].C[N+](=O)[O-].C[N+](=O)[O-].C[N+](=O)[O-]. For the LUMO energy, the calculation gives -1.064 eV. The calculation puts the HOMO energy at -0.3634 Ha.